# 1
{"formula": "C15H29NOsSi2", "method": "wB97M-V/def2-TZVPD", "symbols": ["C", "C", "C", "C", "C", "Os", "C", "C", "C", "N", "H", "H", "H", "H", "H", "H", "H", "H", "H", "H", "C", "Si", "C", "C", "C", "Si", "C", "C", "C", "H", "H", "H", "H", "H", "H", "H", "H", "H", "H", "H", "H", "H", "H", "H", "H", "H", "H", "H"], "positions_angstrom": [[2.2243, 2.0967, -2.0636], [2.2167, 2.4811, -0.6865], [0.8787, 2.7070, -0.2807], [0.0120, 2.4534, -1.4018], [0.8479, 2.0900, -2.5111], [1.0072, 0.6115, -0.9575], [3.1571, -0.2576, 0.2706], [4.2120, -1.0476, -0.2088], [4.3801, -1.5216, -1.4902], [0.3509, -0.1691, -2.4569], [0.5564, 3.0735, 0.6889], [3.0889, 2.6504, -0.0483], [-1.0701, 2.5531, -1.4290], [0.4895, 1.7995, -3.4987], [3.1023, 1.7988, -2.6392], [3.4617, 0.8009, 0.6154], [1.4697, -0.1472, -2.4913], [2.4417, -0.4504, 1.1860], [5.4134, -1.7330, -1.7983], [3.8176, -1.7979, -2.3843], [-1.0942, -2.3818, -1.2340], [-0.4723, -1.8109, 0.4703], [-1.7930, -2.6050, 1.5799], [1.0861, -2.7727, 0.8960], [-0.2079, 0.0866, 0.6889], [-1.9419, 0.9113, 1.0686], [-2.7322, 0.3090, 2.6823], [-1.9569, 2.7767, 1.3426], [-3.0905, 0.5404, -0.3761], [-1.4868, -3.4136, -1.2136], [-0.2854, -2.4483, -1.9642], [-1.8273, -1.6851, -1.6648], [-1.6762, -3.6953, 1.4784], [-1.6584, -2.3488, 2.6365], [-2.8171, -2.3515, 1.2779], [1.8624, -2.7156, 0.1194], [1.5357, -2.4344, 1.8382], [0.7875, -3.8218, 1.0384], [0.4162, 0.2818, 1.5863], [-2.0375, 0.4138, 3.5275], [-3.5981, 0.9550, 2.8879], [-3.0898, -0.7240, 2.6674], [-1.8515, 3.3567, 0.4208], [-2.9210, 3.0529, 1.7957], [-1.1707, 3.0894, 2.0416], [-2.6289, 0.7824, -1.3432], [-3.4214, -0.5072, -0.4042], [-3.9869, 1.1688, -0.2590]], "atomic_forces_ev_per_a": [[-0.33, 0.28, -0.74], [0.00, 1.67, 1.00], [0.60, 1.56, 0.45], [-0.08, 1.27, -0.70], [0.46, 1.84, -0.32], [1.98, -0.83, 5.56], [-2.77, 2.67, 3.47], [-1.69, -0.67, -4.76], [2.57, 0.26, 2.22], [-0.10, -3.41, -2.81], [0.18, -0.22, -0.27], [-0.45, -0.16, -0.42], [0.39, -0.08, -0.02], [0.25, 0.23, 0.50], [-0.40, 0.20, 0.15], [0.05, -1.55, -1.13], [-0.88, -1.73, -1.93], [1.77, -0.79, -1.64], [0.02, -0.32, 0.58], [-1.25, 0.68, 0.77], [0.38, -0.04, -0.25], [-0.33, -0.64, -0.31], [0.09, 0.13, 0.28], [0.16, -0.02, 0.02], [-1.05, -0.38, 0.36], [0.37, -0.69, -0.22], [0.05, -0.07, 0.00], [0.18, 0.20, -0.06], [-0.22, 0.13, 0.07], [-0.23, 0.46, 0.39], [0.07, 0.28, 0.06], [0.08, -0.35, 0.12], [-0.01, 0.29, -0.02], [-0.11, -0.13, -0.09], [0.21, -0.04, 0.07], [-0.23, -0.06, 0.20], [-0.07, -0.08, -0.12], [0.16, 0.19, -0.12], [-0.26, -0.12, -0.19], [-0.12, -0.01, -0.14], [0.20, -0.09, -0.04], [0.11, 0.27, -0.02], [0.02, 0.02, 0.17], [0.23, -0.13, -0.14], [-0.15, 0.01, -0.07], [-0.10, -0.11, 0.18], [0.14, 0.26, 0.01], [0.14, -0.17, -0.11]], "s2": 6.081, "e_tot_ha": -1313.00175, "spin_multiplicity": 5, "lumo_ev": [0.279, -1.991], "homo_lumo_gap_ev": [7.0, 6.1], "relative_energy_ev": 4.575, "molar_mass_g_mol": 469.8, "homo_energy_ev": [-6.71, -8.14], "charge": 0}

=====

# 2
{"formula": "C15H30AsNiSi2", "method": "wB97M-V/def2-TZVPD", "symbols": ["Ni", "C", "C", "C", "C", "C", "C", "C", "C", "C", "H", "H", "H", "H", "H", "H", "H", "H", "H", "H", "H", "H", "C", "Si", "C", "C", "As", "Si", "C", "C", "C", "H", "H", "H", "H", "H", "H", "H", "H", "H", "H", "H", "H", "H", "H", "H", "H", "H", "H"], "positions_angstrom": [[-0.2706, 0.0688, -1.1289], [-3.3409, 1.5203, -0.7301], [-2.4116, 0.7451, -1.6160], [-2.3597, -0.6583, -1.5840], [-1.4865, -1.3863, -2.4105], [-1.4462, -2.8879, -2.3620], [-0.6372, -0.6816, -3.2773], [-0.6264, 0.7178, -3.3068], [0.3299, 1.4782, -4.1795], [-1.5163, 1.4107, -2.4668], [-2.7793, 2.1874, -0.0753], [-3.9461, 0.8568, -0.1158], [-4.0114, 2.1357, -1.3303], [-3.0029, -1.1977, -0.8995], [-0.5634, -3.2379, -1.8249], [-1.4023, -3.2988, -3.3698], [-2.3271, -3.2894, -1.8653], [0.0488, -1.2379, -3.9044], [0.9568, 2.1374, -3.5785], [-0.2177, 2.0994, -4.8887], [0.9743, 0.8052, -4.7409], [-1.4680, 2.4929, -2.4345], [-0.3527, 0.1600, 3.5623], [0.6195, 1.5554, 2.7750], [-0.4046, 3.1299, 2.7513], [2.2596, 1.8668, 3.6165], [0.9729, 1.1343, 0.4419], [1.5879, -1.2167, 0.5431], [0.1773, -2.3795, 1.0109], [2.3906, -1.7847, -1.0657], [2.9255, -1.3218, 1.8631], [-0.6757, 0.4966, 4.5508], [0.2312, -0.7498, 3.7041], [-1.2470, -0.0918, 2.9911], [-0.5957, 3.4469, 3.7796], [-1.3725, 2.9878, 2.2688], [0.1114, 3.9458, 2.2446], [2.0470, 2.1861, 4.6402], [2.8175, 2.6689, 3.1326], [2.9042, 0.9935, 3.6700], [-0.7806, -2.2132, 0.5152], [-0.0128, -2.3292, 2.0830], [0.5027, -3.3974, 0.7820], [1.9401, -1.4383, -1.9970], [2.3847, -2.8775, -1.0752], [3.4341, -1.4647, -1.0781], [2.5523, -1.1469, 2.8719], [3.7305, -0.6138, 1.6639], [3.3561, -2.3265, 1.8440]], "atomic_forces_ev_per_a": [[-0.31, 0.47, -0.42], [-0.04, 0.00, -0.01], [0.11, 0.00, 0.03], [-0.09, -0.07, 0.14], [0.02, -0.05, 0.09], [-0.01, -0.01, -0.01], [0.18, -0.08, 0.02], [0.01, 0.09, 0.00], [-0.01, -0.01, -0.04], [0.08, 0.02, 0.11], [-0.01, 0.01, -0.01], [0.01, 0.00, 0.02], [-0.01, -0.01, -0.01], [-0.05, 0.01, -0.04], [0.01, 0.00, -0.01], [-0.01, -0.01, -0.01], [0.01, -0.01, 0.01], [-0.02, 0.03, -0.05], [-0.01, 0.01, -0.01], [0.00, 0.00, -0.01], [0.01, 0.00, 0.01], [-0.07, 0.00, -0.08], [0.11, 0.04, -0.08], [-0.09, 0.32, 0.05], [0.08, -0.18, 0.08], [-0.15, 0.01, -0.08], [-0.02, -0.53, 0.14], [0.41, -0.07, 0.35], [0.02, 0.08, 0.01], [-0.04, 0.05, 0.04], [-0.13, -0.14, -0.13], [-0.01, 0.02, 0.02], [0.04, 0.05, -0.02], [-0.01, 0.02, -0.03], [0.00, 0.01, 0.02], [0.00, -0.05, -0.02], [0.05, -0.02, -0.02], [0.01, 0.01, 0.02], [-0.04, 0.02, -0.04], [0.00, -0.09, -0.02], [0.06, 0.04, -0.09], [0.01, 0.01, 0.02], [-0.01, -0.04, 0.01], [-0.09, 0.01, 0.06], [0.03, -0.03, -0.02], [0.01, 0.04, -0.01], [-0.05, 0.02, -0.02], [0.00, 0.02, -0.01], [0.02, -0.02, 0.00]], "s2": 2.018, "e_tot_ha": -4912.45737, "spin_multiplicity": 3, "lumo_ev": [-2.464, -4.834], "homo_lumo_gap_ev": [9.0, 7.0], "relative_energy_ev": 0.238, "molar_mass_g_mol": 400.2, "homo_energy_ev": [-11.45, -11.84], "charge": 1}